12
Properties=species:S:1:pos:R:3 method="wB97M-V/def2-TZVPD" smiles=C1OCC12CO2 gap_ev=10.694 charge=0 energy_ev=-8336.0875
C -0.22820 -0.13197 -1.64549
O -1.53453 0.00818 -1.18933
C -0.12276 -0.01134 -0.20857
C -0.42960 -0.77301 1.05209
O 0.51725 -0.00244 1.81266
C 0.81672 0.84348 0.69722
H 0.10870 0.80290 -2.10748
H 0.11571 -1.01732 -2.15754
H -0.25786 -1.84724 1.07912
H -1.45409 -0.53584 1.36423
H 0.56501 1.89015 0.84887
H 1.90366 0.77446 0.45421



27
Properties=species:S:1:pos:R:3 method="wB97M-V/def2-TZVPD" gap_ev="6.470 / 7.050" charge=-2 energy_ev=-30253.6490
C -3.06615 1.29584 0.79131
C 0.30854 -2.27162 0.04875
C -0.06324 -0.90768 -1.91489
C 2.51162 -0.06673 -0.08850
C 0.69376 0.48462 1.65736
C 0.67706 1.62698 -0.49450
C -2.58373 -0.18677 0.55501
C 0.22345 -0.84225 -0.46814
C 1.02143 0.27525 0.20728
O -3.37432 2.00461 -0.21624
O 0.76517 -2.28914 1.24875
O -3.00323 1.57609 2.01165
O 0.03767 -3.23420 -0.67441
Cl -3.39613 -0.92494 -0.71342
H 0.90824 -0.88114 -2.43272
H -0.70904 -1.85926 -2.04329
H -0.65371 -0.04424 -2.28693
H 3.26832 0.62705 0.35456
H 2.74223 0.08101 -1.21346
H 2.71320 -1.11849 0.20712
H -0.39154 0.84659 1.66834
H 0.70346 -0.51976 2.11887
H 1.46869 1.21548 2.08120
H 1.19085 1.69642 -1.52128
H 1.10795 2.35156 0.14248
H -0.39273 1.77462 -0.52269
H -2.70781 -0.70989 1.49778



52
Properties=species:S:1:pos:R:3 method="wB97M-V/def2-TZVPD" multiplicity=2 gap_ev="5.717 / 5.638" charge=-2 energy_ev=-58054.5035
Al 0.97883 0.90159 0.76043
P 3.45537 -0.72926 1.78672
O 4.71115 -1.47691 2.24819
O 3.76564 0.24881 0.60341
O 2.78649 0.25623 2.77253
O 2.29225 -1.64324 1.24726
F -1.10194 2.56449 -0.53404
C -4.44284 -0.99603 -2.73034
C -3.04692 -0.59598 -2.37886
O -2.21624 -1.69595 -2.30367
C -1.21005 -1.74146 -1.41567
O -0.91842 -0.89192 -0.62264
O -0.66489 -2.91425 -1.60412
C 0.35465 -3.41339 -0.71368
H -5.19354 -0.26765 -3.03696
H -4.86502 -1.58099 -1.91322
H -4.40385 -1.74652 -3.51986
H -3.13145 -0.13189 -1.39621
H -2.67184 0.19460 -3.02879
H 1.06834 -4.01294 -1.27875
H -0.11585 -4.07816 0.01075
H 0.86381 -2.59317 -0.20761
C 1.47262 6.36473 -0.56577
C 1.14599 5.43901 -1.75074
O 2.31023 4.73075 -2.23934
C 2.83517 3.64156 -1.57867
O 2.33706 3.16599 -0.53342
O 4.06296 3.35693 -2.08683
C 4.89048 2.39800 -1.40371
H 2.26703 7.10971 -0.61047
H 1.79322 5.71241 0.24649
H 0.59368 6.87865 -0.17657
H 0.75799 6.09102 -2.53333
H 0.37239 4.70044 -1.54060
H 4.92555 2.68114 -0.35171
H 5.94324 2.51769 -1.65957
H 4.48250 1.38755 -1.37824
C -4.42737 -3.24479 1.37784
C -2.94462 -2.69526 1.33486
O -2.27527 -2.71183 2.58475
C -1.08189 -2.11098 2.75486
O -0.64698 -1.20432 2.11916
O -0.40652 -2.76331 3.76188
C 0.99251 -2.52799 3.86829
H -4.69613 -4.27754 1.59987
H -4.95735 -3.23219 0.42545
H -4.91341 -2.60685 2.11600
H -2.92912 -1.68503 0.92584
H -2.38368 -3.37433 0.69276
H 1.57724 -3.21253 3.25379
H 1.33731 -2.69904 4.88807
H 1.27147 -1.48562 3.71418



17
Properties=species:S:1:pos:R:3 method="wB97M-V/def2-TZVPD" smiles=CPCc1ccn[nH]1 gap_ev=9.881 charge=0 energy_ev=-17598.2110
C 1.34999 -1.24962 -1.48315
C 1.21618 -2.68576 -1.46786
C 0.71321 -0.80740 -0.33854
C -1.43457 2.40391 1.26148
C 0.35597 0.55614 0.30340
N 0.56844 -3.04843 -0.35021
N 0.26543 -1.90965 0.26086
P -1.50555 0.86733 0.31203
H 1.73857 -0.64291 -2.34765
H 1.34305 -3.53194 -2.21145
H -2.08861 3.30759 0.88168
H -0.34489 2.78533 1.41987
H -1.77561 2.34840 2.31182
H 0.91247 1.43501 -0.00761
H 0.56146 0.68469 1.40677
H -0.22248 -2.03737 1.07597
H -1.65304 1.52468 -1.02742



27
Properties=species:S:1:pos:R:3 method="wB97M-V/def2-TZVPD" smiles=CCOCCc1[nH]nc(CN)[nH+]1 gap_ev=9.308 charge=+1 energy_ev=-15500.2021
C 3.62317 -0.39764 1.51666
C 3.43945 -0.54838 -0.09568
O 2.14780 -1.19324 -0.30179
C 1.33456 -0.30624 -1.09142
C 0.88492 1.04944 -0.27973
C -0.69026 1.17883 -0.48123
N -1.49783 2.02421 -1.29548
N -2.80826 1.62953 -1.06785
C -2.81264 0.56809 -0.13436
C -3.99518 -0.31595 0.48166
N -3.70936 -1.79132 0.48538
N -1.44905 0.22371 0.29034
H 4.34412 0.45310 1.75463
H 2.63861 -0.18390 2.05480
H 3.99585 -1.41179 1.89219
H 4.27334 -1.25886 -0.45015
H 3.55539 0.44030 -0.65368
H 0.36482 -0.89124 -1.33160
H 1.78095 -0.00787 -2.09897
H 1.48783 1.93286 -0.67246
H 1.10790 0.84398 0.83570
H -1.14279 2.74620 -1.93522
H -4.92300 -0.17944 -0.18676
H -4.28697 0.00283 1.53630
H -3.79996 -2.12089 -0.48621
H -2.73758 -1.99263 0.75942
H -1.12584 -0.49372 0.95549



22
Properties=species:S:1:pos:R:3 method="wB97M-V/def2-TZVPD" gap_ev=6.879 charge=0 energy_ev=-29307.4411
N -1.85723 1.02174 -1.19854
P -0.44014 1.54758 -1.17759
O -0.26419 2.94454 -0.43854
O 0.30221 1.73043 -2.58610
N 0.46581 0.33124 -0.28330
C 0.14649 -0.93092 -0.59393
C 0.74282 -1.99951 0.05865
C 1.67876 -1.76082 1.03582
C 1.98112 -0.44136 1.36704
C 1.36594 0.58145 0.69590
H -2.25785 0.83825 -2.10620
H 0.50034 3.02060 0.14610
H -0.00160 2.55593 -2.98311
H -0.58204 -1.12865 -1.35606
H 0.44985 -3.00163 -0.20056
H 2.17493 -2.56238 1.55820
H 2.68301 -0.20058 2.14662
H 1.58812 1.60769 0.93145
N -2.18338 -1.03767 1.24951
O -3.08629 -1.17612 2.06880
O -1.14614 -0.37602 1.55224
O -2.26054 -1.56382 0.11359



50
Properties=species:S:1:pos:R:3 method="wB97M-V/def2-TZVPD" gap_ev=7.708 charge=0 energy_ev=-49292.3095
C 0.74634 5.35865 0.23854
C 0.56990 4.48871 -1.07633
C 1.33558 3.26438 -1.08734
C 0.80035 2.23707 0.06833
N 1.35744 0.77058 -0.17162
C 0.71708 -0.10752 -0.73817
N 1.15952 -1.32794 -0.81397
C 2.37792 -1.49459 -0.46263
C 2.99698 -0.56868 0.37904
C 2.58802 0.68543 0.66470
O 2.98075 1.81599 1.36118
S 4.38655 -1.15612 1.05790
C 4.22400 -2.93098 0.24119
C 3.09686 -2.67073 -0.36385
H 2.70952 -3.61172 -1.09866
H 4.82996 -3.58258 0.61932
S -0.69822 0.21174 -1.55736
C -1.33482 -1.34020 -2.01226
H -1.84690 -1.04989 -3.01860
H -0.43627 -1.80589 -2.24467
C -2.03246 -2.01301 -1.03183
O -1.60430 -2.91700 -0.31622
N -3.16085 -1.39036 -0.44017
C -3.88620 -0.25187 -0.76119
H -3.35061 0.27914 -2.06596
C -3.73804 0.76356 0.17504
H -4.33885 1.44855 -0.15599
H -2.75293 1.18251 0.37478
C -4.55866 0.14335 1.55841
C -4.39247 1.15267 2.65824
H -4.89806 0.90182 3.42492
H -3.42659 1.40558 2.70995
H -4.90264 2.15177 2.32578
C -3.79964 -1.25175 1.81061
C -3.81972 -2.17218 0.66641
H -3.19220 -2.81072 0.94668
H -4.79033 -2.36560 0.23025
H -4.27303 -1.56050 2.95764
H -2.76069 -0.86795 2.12690
H -5.64471 0.08524 1.31793
H -4.77865 -0.64000 -1.02595
H 0.95741 2.75265 1.28265
H -0.44184 2.12873 0.14085
H 2.19920 3.22142 -0.94891
H 0.88847 2.71267 -2.07476
H -0.49849 4.23114 -1.15702
H 0.79164 4.94110 -1.92559
H 0.36132 6.18791 0.08028
H 0.32807 4.98940 0.95130
H 1.63485 5.56762 0.33103



48
Properties=species:S:1:pos:R:3 method="wB97M-V/def2-TZVPD" gap_ev=6.408 charge=+3 energy_ev=-84606.5313
Mo 0.53966 -0.44081 -1.59736
C -0.85761 0.74069 -3.08272
C 0.39149 1.40649 -3.08752
C 1.53239 0.70991 -3.52851
C 1.44125 -0.65352 -3.83727
C 0.19013 -1.31961 -3.81735
C -0.96611 -0.60804 -3.48253
H -1.74827 1.27805 -2.78572
H 0.45650 2.45340 -2.82484
H 2.49141 1.21271 -3.56038
H 2.33376 -1.20424 -4.10723
H 0.12456 -2.36819 -4.07932
H -1.93028 -1.09982 -3.48424
C -0.98627 -0.37300 -0.58011
Ge 0.52783 0.26416 0.78774
C 0.19161 0.83200 2.51933
C -1.07513 1.29090 2.92149
C -1.23330 1.71818 4.22321
C -0.15326 1.68636 5.10529
C 1.09897 1.22734 4.70319
C 1.28711 0.79723 3.40531
C -2.34574 -0.23038 -0.19816
C -3.08187 -1.38775 0.12447
C -4.41916 -1.26984 0.44937
C -5.02458 -0.01664 0.45648
C -4.30018 1.13561 0.14346
C -2.96420 1.03866 -0.17927
C 2.21236 -0.46205 0.10583
C 3.44357 0.18506 0.30123
C 4.61887 -0.48752 -0.00359
C 4.58151 -1.76720 -0.55263
C 3.36540 -2.39653 -0.82708
C 2.19515 -1.74120 -0.48680
H -1.91289 1.30468 2.23771
H -2.19669 2.07518 4.56047
H -0.29133 2.02505 6.12408
H 1.92123 1.20406 5.40505
H 2.25625 0.42722 3.09470
H -2.60301 -2.35862 0.11139
H -4.99457 -2.15201 0.69458
H -6.07414 0.06797 0.70697
H -4.78845 2.10074 0.15232
H -2.39143 1.92981 -0.41289
H 3.48921 1.18205 0.72384
H 5.57229 -0.00972 0.18115
H 5.50843 -2.27163 -0.79525
H 3.33914 -3.37742 -1.28344
H 1.22839 -2.29781 -0.64446



13
Properties=species:S:1:pos:R:3 method="wB97M-V/def2-TZVPD" smiles="[H]/N=C(/CC)OS" gap_ev=9.968 charge=0 energy_ev=-17595.0673
C -0.21221 0.32091 -0.55677
C 1.69941 -0.08135 0.90069
C 1.00147 -0.47862 -0.43665
N -0.55639 1.45884 -0.58418
O -1.47660 -0.82016 -0.31257
S -2.79114 -0.00968 0.23271
H 2.08376 -0.93350 1.44530
H 0.83957 0.30842 1.51053
H 2.36677 0.75510 0.80858
H 0.59420 -1.53188 -0.56881
H 1.76836 -0.38764 -1.19497
H -1.61741 1.53811 -0.53413
H -3.69978 -0.13856 -0.70972



56
Properties=species:S:1:pos:R:3 method="wB97M-V/def2-TZVPD" smiles="Cc1ccc(-n2ncc(C(=O)NCc3ccc4c(c3)OCO4)c2NC(=O)c2ccco2)cc1C" gap_ev=8.330 charge=0 energy_ev=-42480.0181
C 5.71473 1.86346 -2.63913
C 4.69207 0.82879 -2.28676
C 4.50325 -0.27890 -3.10336
C 3.56006 -1.24226 -2.80539
C 2.78515 -1.10492 -1.66089
C 2.98376 -0.01769 -0.81833
C 3.92372 0.95449 -1.12473
C 4.11288 2.12104 -0.20494
H 3.92128 3.05729 -0.72845
H 5.13688 2.15409 0.16485
H 3.44026 2.05555 0.64654
H 2.42728 0.06317 0.10302
N 1.82712 -2.08926 -1.36921
C 0.60680 -1.93934 -0.77728
C 0.01819 -3.19384 -0.74143
C 0.97147 -4.03305 -1.35151
N 2.03739 -3.36024 -1.71618
H 0.90107 -5.08807 -1.51968
C -1.35959 -3.53077 -0.30728
O -2.14151 -4.12299 -1.02718
N -1.64772 -3.11521 0.94441
H -0.95863 -2.56560 1.44794
C -3.01259 -2.99490 1.41210
C -3.43042 -1.54627 1.34330
C -3.52642 -0.93209 0.10190
C -3.83805 0.41757 -0.03221
C -4.05254 1.12420 1.12577
C -3.95215 0.51641 2.37660
C -3.63623 -0.81274 2.51300
H -3.55295 -1.26703 3.48592
O -4.20391 1.44523 3.35377
C -4.52712 2.63874 2.67714
O -4.36895 2.45084 1.28739
H -5.57316 2.91526 2.89443
H -3.86288 3.44693 3.01801
H -3.91510 0.88946 -0.99747
H -3.35692 -1.52321 -0.78543
H -3.08277 -3.37076 2.43536
H -3.62835 -3.61142 0.75107
N 0.10236 -0.67818 -0.44795
C -0.17757 -0.24669 0.81417
O -0.07188 -0.94652 1.80599
C -0.60506 1.15072 0.87789
C -0.88976 1.92852 1.97242
C -1.23535 3.19936 1.46908
C -1.14392 3.10376 0.11242
O -0.75987 1.87680 -0.25728
H -1.32293 3.81781 -0.66712
H -1.50987 4.06704 2.03248
H -0.85140 1.61192 2.99415
H 0.07992 0.01069 -1.18866
H 3.41567 -2.10441 -3.43587
H 5.10491 -0.38738 -3.99376
H 6.21095 1.61206 -3.57254
H 5.25033 2.84335 -2.74540
H 6.46810 1.93921 -1.85572



52
Properties=species:S:1:pos:R:3 method="wB97M-V/def2-TZVPD" gap_ev=9.958 charge=-1 energy_ev=-120037.3584
C -0.05716 1.03111 2.47093
C -0.31351 0.42663 1.47319
C -0.61511 -0.27723 0.23099
C 0.60310 -0.56861 -0.68422
C 1.41771 0.62241 -1.16038
C 2.66577 0.29840 -1.98281
F 2.55732 -0.87176 -2.73011
C 1.38993 -1.74746 -0.14357
B 2.44708 -1.41675 0.99923
O 3.36179 -0.40222 0.86459
O 2.54219 -2.24144 2.12548
O -0.14120 -1.07494 -1.85021
C -1.24566 -0.31961 -2.04115
O -1.78820 -0.23082 -3.09699
C -1.70718 0.30158 -0.66463
C -3.17434 -0.18967 -0.49342
C -3.44190 -1.25135 0.59174
C -3.58955 -2.64549 -0.01580
O -2.62211 -2.90468 -1.00808
C -1.68810 -3.90594 -0.64766
P -1.70949 2.13440 -0.82720
O -1.80695 2.61702 -2.20947
O -0.41983 2.65608 -0.07470
O -2.93528 2.69046 0.04320
H 0.18600 1.53717 3.37652
H -0.87199 -1.27475 0.58896
H 0.79144 1.29029 -1.74411
H 1.74185 1.18193 -0.28347
H 2.82188 1.11356 -2.68984
H 3.54343 0.27059 -1.34536
H 1.95072 -2.23663 -0.94023
H 0.70864 -2.50079 0.24383
H 3.19085 0.32725 1.48459
H 1.79573 -2.13236 2.72203
H -3.50915 -0.60002 -1.44086
H -3.83929 0.64490 -0.29676
H -4.41826 -1.02605 1.02357
H -2.73868 -1.22386 1.42207
H -3.62203 -3.42265 0.75118
H -4.56731 -2.66630 -0.50613
H -0.92263 -3.91073 -1.41723
H -1.22823 -3.66201 0.31133
H -2.16017 -4.89014 -0.61261
H -0.05122 3.41655 -0.54830
H -2.70652 2.77446 0.97867
F 2.78811 3.95871 2.91560
As 3.46482 3.47741 1.39159
F 4.02192 5.09152 1.10691
F 1.95798 3.85317 0.60978
F 4.10867 2.95452 -0.13083
F 2.87773 1.84618 1.68878
F 4.95639 3.07796 2.17134



9
Properties=species:S:1:pos:R:3 method="wB97M-V/def2-TZVPD" gap_ev="7.583 / 6.521" charge=-1 energy_ev=-18990.9424
C 0.02512 -0.23129 -0.29211
N 0.87129 -1.18560 0.30059
N -0.47987 -0.93147 0.80241
O 0.57878 2.32395 -1.19619
O -0.61947 1.98907 0.93314
S 0.50072 1.57536 0.06257
H -1.30791 -1.07822 -2.09165
H 0.89801 -2.07710 -0.18440
H -0.46668 -0.38471 1.66566